1.
A gas-phase ion, C7H12NO (charge +1), computed with the ωB97M-V functional and the def2-TZVPD basis.

The geometry in XYZ format:
```
21
Properties=species:S:1:pos:R:3
C 1.35 1.40 -1.63
C 0.48 0.17 -1.61
C -0.09 -0.53 -2.73
C -0.98 -1.43 -2.20
O -0.92 -1.38 -0.83
C -0.09 -0.36 -0.47
C -0.02 -0.05 0.98
C -1.29 0.49 1.73
N 0.32 -1.35 1.70
H 2.07 1.50 -2.30
H 0.66 2.20 -1.96
H 1.50 1.64 -0.58
H -0.12 -0.18 -3.75
H -1.58 -2.23 -2.69
H 0.73 0.73 0.94
H -2.22 -0.03 1.36
H -1.16 0.45 2.77
H -1.38 1.55 1.72
H 1.20 -1.69 1.24
H -0.48 -1.95 1.38
H 0.32 -1.20 2.71
```

Computed properties:
LUMO level = -3.413 eV
SMILES string = Cc1ccoc1[C@@H](C)[NH3+]
Total charge = +1
HOMO level = -12.6 eV
Gap between HOMO and LUMO = 9.16 eV

=====

2.
2 unconnected molecules or ions with the total composition C7H12NO, computed with the ωB97M-V functional and the def2-TZVPD basis.

The geometry in XYZ format:
```
21
Properties=species:S:1:pos:R:3
C -1.69 1.64 -1.19
C 1.82 -1.40 -0.05
C -0.45 -0.94 1.11
C 2.24 -0.11 0.65
C 0.31 -1.31 -0.15
C -0.11 0.09 0.10
C -2.97 1.05 -0.98
N 1.13 0.87 0.38
O -1.00 2.47 -1.62
H 2.25 -1.47 -1.05
H 2.14 -2.28 0.52
H -1.47 -1.27 1.17
H 0.06 -0.97 2.06
H 2.32 -0.26 1.73
H 3.18 0.28 0.28
H -0.17 -1.94 -0.89
H -3.03 0.14 -1.59
H -3.77 1.73 -1.27
H -3.09 0.75 0.06
H 1.00 1.51 1.17
H 1.34 1.43 -0.44
```

Computed properties:
LUMO level = -3.341 eV
Total charge = +1
HOMO level = -12.0 eV
Gap between HOMO and LUMO = 8.64 eV

=====

In kJ/mol, relative to the most stable structure: 1 0.0; 2 174.4.

=====

1.
CF2O3S in the gas phase, computed with the ωB97M-V functional and the def2-TZVPD basis.

The geometry in XYZ format:
```
7
Properties=species:S:1:pos:R:3
O 1.92 0.10 -1.15
C 0.81 -0.10 -0.83
F -0.16 -0.57 -1.58
S -0.51 0.09 0.87
O -0.04 0.75 1.99
O -1.29 -1.15 0.84
F -1.52 1.22 0.27
```

Computed properties:
LUMO level = -0.955 eV
SMILES string = O=C(F)S(=O)(=O)F
HOMO level = -12.1 eV
Gap between HOMO and LUMO = 11.12 eV

=====

2.
A molecular structure, CF2O3S, computed with the ωB97M-V functional and the def2-TZVPD basis.

The geometry in XYZ format:
```
7
Properties=species:S:1:pos:R:3
C -1.01 0.28 -0.08
O -1.37 1.00 0.75
O 0.02 0.44 -0.94
O 0.54 -0.93 0.89
F -1.73 -0.80 -0.47
F 2.34 0.57 0.14
S 1.22 -0.57 -0.30
```

Computed properties:
LUMO level = -0.192 eV
HOMO level = -12.2 eV
Gap between HOMO and LUMO = 11.98 eV

=====

In kJ/mol, relative to the most stable structure: 1 102.0; 2 0.0.

=====

1.
C4H5ClO in the gas phase, computed with the ωB97M-V functional and the def2-TZVPD basis.

The geometry in XYZ format:
```
11
Properties=species:S:1:pos:R:3
C -1.15 -1.91 -0.24
C -0.95 -0.40 -0.54
O -1.54 0.77 -0.66
C -0.05 0.64 -0.88
C 0.75 1.37 0.21
Cl 0.30 0.74 -2.57
H -2.19 -2.16 0.01
H -0.41 -2.53 -0.03
H 1.42 0.53 0.51
H 0.16 1.67 1.05
H 1.26 2.23 -0.10
```

Computed properties:
LUMO level = 0.840 eV
SMILES string = C=C1O[C@]1(C)Cl
HOMO level = -8.6 eV
Gap between HOMO and LUMO = 9.43 eV

=====

2.
C4H5ClO in the gas phase, computed with the ωB97M-V functional and the def2-TZVPD basis.

The geometry in XYZ format:
```
11
Properties=species:S:1:pos:R:3
C -1.11 -0.79 -1.50
C -1.41 0.15 -0.56
Cl -2.75 0.15 0.47
C -0.25 1.43 -0.31
C 0.34 1.04 1.02
O 0.14 2.45 -0.90
H -1.80 -1.66 -1.82
H -0.35 -0.74 -2.15
H 1.48 1.26 0.96
H -0.01 0.04 1.35
H -0.10 1.82 1.82
```

Computed properties:
LUMO level = 0.647 eV
SMILES string = C=C(Cl)C(C)=O
HOMO level = -9.8 eV
Gap between HOMO and LUMO = 10.42 eV

=====

In kJ/mol, relative to the most stable structure: 1 108.5; 2 0.0.

=====

1.
2 unconnected molecules or ions with the total composition C4H8NO2, computed with the ωB97M-V functional and the def2-TZVPD basis.

The geometry in XYZ format:
```
15
Properties=species:S:1:pos:R:3
O -2.22 1.39 1.44
C -1.20 0.72 1.06
N -0.96 -0.58 0.94
C 1.14 -2.53 -0.51
O 0.38 -3.40 -0.80
C 0.03 1.49 0.60
C 0.18 1.37 -0.99
H -1.61 -1.25 1.49
H 1.41 -1.84 -1.33
H 1.72 -2.74 0.47
H 0.81 0.89 1.04
H -0.30 2.52 0.86
H 0.48 2.34 -1.50
H 0.89 0.54 -1.30
H -0.75 1.07 -1.47
```

Computed properties:
LUMO level = 3.801 eV
Total charge = -1
HOMO level = -3.4 eV
Gap between HOMO and LUMO = 7.15 eV

=====

2.
A gas-phase ion, C4H8NO2 (charge -1), computed with the ωB97M-V functional and the def2-TZVPD basis.

The geometry in XYZ format:
```
15
Properties=species:S:1:pos:R:3
C -0.46 -0.80 -2.00
N 0.48 -1.18 -0.90
C 0.27 -0.55 0.41
C 1.58 -0.33 1.19
C -0.58 0.79 0.60
O -1.08 0.98 1.71
O -0.53 1.59 -0.38
H -1.43 -1.17 -1.62
H -0.26 -1.35 -2.91
H -0.63 0.24 -2.30
H 1.45 -1.01 -1.12
H -0.33 -1.25 1.01
H 2.12 0.55 0.88
H 1.24 -0.09 2.21
H 2.29 -1.17 1.25
```

Computed properties:
LUMO level = 4.222 eV
SMILES string = CN[C@@H](C)C(=O)[O-]
Total charge = -1
HOMO level = -3.7 eV
Gap between HOMO and LUMO = 7.89 eV

=====

In kJ/mol, relative to the most stable structure: 1 183.0; 2 0.0.

=====

1.
C2H5N3O2 in the gas phase, computed with the ωB97M-V functional and the def2-TZVPD basis.

The geometry in XYZ format:
```
12
Properties=species:S:1:pos:R:3
N -3.06 0.56 -0.28
C -2.04 0.02 -0.06
O -1.08 -0.70 0.21
C 0.28 -0.12 0.06
N 0.57 -0.12 -1.25
N 0.29 1.15 0.74
O 1.14 -1.11 0.80
H 1.10 0.74 -1.47
H 0.56 -1.06 -1.67
H -0.58 1.25 1.27
H 1.10 1.10 1.38
H 1.72 -1.71 0.27
```

Computed properties:
LUMO level = 0.360 eV
SMILES string = N#COC(N)(N)O
HOMO level = -10.4 eV
Gap between HOMO and LUMO = 10.79 eV

=====

2.
2 unconnected molecules or ions with the total composition C2H5N3O2, computed with the ωB97M-V functional and the def2-TZVPD basis.

The geometry in XYZ format:
```
12
Properties=species:S:1:pos:R:3
C -1.92 0.92 0.28
N -1.87 -0.37 -0.48
N -0.88 -1.07 -0.53
O 0.24 -0.98 -0.04
H -3.01 0.89 0.68
H -1.60 1.82 -0.26
H -1.14 0.77 1.18
H -1.01 -1.80 -1.22
C 2.60 -0.64 -0.12
N 3.03 0.30 0.36
O 3.61 1.15 0.98
H 1.96 -0.99 -0.83
```

Computed properties:
LUMO level = 0.575 eV
SMILES string = C/N=[NH+]\[O-].C#[N+][O-]
HOMO level = -9.5 eV
Gap between HOMO and LUMO = 10.05 eV

=====

3.
C2H5N3O2 in the gas phase, computed with the ωB97M-V functional and the def2-TZVPD basis.

The geometry in XYZ format:
```
12
Properties=species:S:1:pos:R:3
N -0.48 -0.92 -1.00
C -0.32 0.04 0.07
N -1.36 0.89 0.33
C -0.09 -1.60 0.22
O 1.52 1.32 -0.40
N 0.99 0.42 0.50
O 1.19 -1.68 0.41
H 2.20 1.80 0.11
H 0.30 -0.89 -1.65
H -1.22 1.57 1.07
H -1.92 1.20 -0.45
H -0.82 -2.15 0.79
```

Computed properties:
LUMO level (spin up / spin down) = -0.872 / 0.061 eV
HOMO level (spin up / spin down) = -8.7 / -8.5 eV
Gap between HOMO and LUMO (spin up / spin down) = 7.86 / 8.52 eV

=====

4.
2 unconnected molecules or ions with the total composition C2H5N3O2, computed with the ωB97M-V functional and the def2-TZVPD basis.

The geometry in XYZ format:
```
12
Properties=species:S:1:pos:R:3
C -0.36 0.87 -0.31
C -0.11 -0.49 0.29
N -1.40 1.35 -0.76
N 1.80 0.72 0.45
N -0.42 -1.77 -0.27
O 0.84 1.55 -0.23
O 1.19 -0.60 0.59
H -1.05 -0.11 1.75
H -1.44 2.35 -0.98
H 2.69 0.51 -0.14
H -1.49 -1.72 -0.53
H -0.24 -2.67 0.14
```

Computed properties:
LUMO level = 0.532 eV
HOMO level = -8.7 eV
Gap between HOMO and LUMO = 9.27 eV

=====

In kJ/mol, relative to the most stable structure: 1 0.0; 2 503.8; 3 400.6; 4 490.5.

=====

1.
2 unconnected molecules or ions with the total composition C2H5N3O2, computed with the ωB97M-V functional and the def2-TZVPD basis.

The geometry in XYZ format:
```
12
Properties=species:S:1:pos:R:3
C 0.91 1.45 2.01
N 1.25 0.75 1.19
O 1.78 0.15 0.29
H 0.62 1.84 2.97
N -0.08 -1.51 -1.40
N -0.89 -0.97 -0.44
C -1.02 0.40 -0.41
O -1.74 1.07 0.33
H -0.47 -1.57 -2.32
H 0.84 -1.07 -1.37
H -0.64 -1.40 0.42
H -0.56 0.86 -1.27
```

Computed properties:
LUMO level = 0.848 eV
SMILES string = C#[N+][O-].NNC=O
HOMO level = -9.7 eV
Gap between HOMO and LUMO = 10.53 eV

=====

2.
3 unconnected molecules or ions with the total composition C2H5N3O2, computed with the ωB97M-V functional and the def2-TZVPD basis.

The geometry in XYZ format:
```
12
Properties=species:S:1:pos:R:3
C 0.93 1.91 0.08
C 2.18 -0.42 -0.02
N 1.72 0.17 1.04
N -0.19 1.47 -0.26
N -1.70 -0.87 0.16
O 2.92 -0.50 -0.93
O 1.08 -1.08 0.48
H -0.91 1.77 -0.88
H -0.81 0.50 0.09
H -0.92 -1.40 0.48
H -1.69 -0.56 -0.79
H -2.60 -0.98 0.55
```

Computed properties:
LUMO level (spin up / spin down) = -0.006 / -0.005 eV
HOMO level (spin up / spin down) = -8.8 / -8.8 eV
Gap between HOMO and LUMO (spin up / spin down) = 8.76 / 8.76 eV

=====

3.
2 unconnected molecules or ions with the total composition C2H5N3O2, computed with the ωB97M-V functional and the def2-TZVPD basis.

The geometry in XYZ format:
```
12
Properties=species:S:1:pos:R:3
N 1.48 2.44 -3.12
C 1.39 1.43 -2.58
O 1.21 0.29 -2.05
C 1.68 0.01 -0.75
N 1.32 -1.25 -0.43
O 2.34 0.76 -0.12
H 1.43 -1.52 0.53
H 0.61 -1.70 -0.99
N -0.81 0.75 0.37
H -0.66 1.08 1.32
H -0.72 1.56 -0.23
H -1.76 0.42 0.30
```

Computed properties:
LUMO level = 0.494 eV
SMILES string = N#COC(N)=O.N
HOMO level = -10.6 eV
Gap between HOMO and LUMO = 11.09 eV

=====

In kJ/mol, relative to the most stable structure: 1 380.8; 2 592.3; 3 0.0.